{"formula": "C12H17N3O5S", "method": "ωB97M-V/def2-TZVPD", "symbols": ["S", "O", "O", "O", "O", "O", "N", "N", "N", "C", "C", "C", "C", "C", "C", "C", "C", "C", "C", "C", "C", "H", "H", "H", "H", "H", "H", "H", "H", "H", "H", "H", "H", "H", "H", "H", "H", "H"], "xyz": [[-0.124, -1.416, 3.906], [1.464, -0.493, -3.121], [0.813, -0.166, 1.346], [-4.736, -3.424, 2.086], [-1.061, -0.606, 0.177], [3.036, 2.915, -3.497], [-2.890, -2.362, 1.256], [2.706, 0.121, -1.416], [1.516, 2.879, -1.838], [-1.331, -2.479, 4.606], [3.253, 0.952, -0.341], [0.843, 1.636, -2.239], [1.699, 0.353, -2.273], [-2.313, -2.804, 3.707], [3.032, 4.758, -2.006], [-4.119, -2.976, 1.131], [-2.107, -2.197, 2.397], [-4.723, -3.108, -0.255], [-0.415, -0.700, 1.211], [2.522, 3.431, -2.517], [-0.965, -1.423, 2.359], [-3.154, -3.448, 3.948], [3.992, 1.639, -0.759], [2.216, 5.478, -1.984], [2.474, 1.524, 0.162], [0.434, 1.774, -3.241], [-2.521, -1.915, 0.416], [3.191, -0.743, -1.612], [3.812, 5.114, -2.679], [-5.680, -3.635, -0.201], [-4.892, -2.118, -0.685], [-1.299, -2.832, 5.632], [3.444, 4.627, -1.007], [1.144, 3.388, -1.054], [-4.049, -3.670, -0.905], [1.028, 0.154, 0.459], [0.008, 1.455, -1.563], [3.749, 0.318, 0.397]], "charge": 0, "orbital_gap_ev": 8.801, "lumo_ev": -0.01, "smiles": "CC(=O)Nc1ccsc1C(=O)O.CNC(=O)CNC(C)=O", "spin_multiplicity": 1}

---

{"formula": "C3H13NO4", "method": "ωB97M-V/def2-TZVPD", "symbols": ["O", "O", "O", "O", "N", "C", "C", "C", "H", "H", "H", "H", "H", "H", "H", "H", "H", "H", "H", "H", "H"], "xyz": [[-1.784, -1.712, 0.261], [1.850, 0.167, -2.706], [-2.951, 1.317, 0.376], [0.010, 0.878, 1.922], [0.671, 0.010, -0.651], [0.999, -0.107, 1.775], [0.887, 0.747, -1.887], [1.656, 0.048, 0.396], [0.540, -1.095, 1.876], [2.414, -0.789, 0.282], [1.576, 0.045, 2.692], [-0.720, 0.887, 1.188], [-0.113, 0.826, -2.528], [2.415, 0.820, 0.323], [-1.860, -1.278, 1.128], [-2.916, 0.409, 0.803], [1.503, -0.788, -2.938], [-2.191, -2.586, 0.527], [1.319, 1.640, -1.541], [-3.293, 1.311, -0.602], [-0.012, -0.751, -0.695]], "charge": -1, "orbital_gap_ev": [3.074, 8.822], "lumo_ev": [3.42, 3.29], "s_squared": 0.7505, "spin_multiplicity": 2}

---

{"formula": "C29H26GeIN2Rh", "method": "ωB97M-V/def2-TZVPD", "symbols": ["I", "Rh", "Ge", "N", "N", "C", "C", "C", "C", "C", "C", "C", "C", "C", "C", "C", "C", "C", "C", "C", "C", "C", "C", "C", "C", "C", "C", "C", "C", "C", "C", "C", "C", "C", "H", "H", "H", "H", "H", "H", "H", "H", "H", "H", "H", "H", "H", "H", "H", "H", "H", "H", "H", "H", "H", "H", "H", "H", "H", "H"], "xyz": [[0.424, -0.599, 3.690], [-1.476, 0.378, 1.993], [0.546, 1.554, -0.902], [-2.710, 1.585, 3.612], [-3.613, 0.675, 4.244], [0.782, -0.291, -1.548], [3.039, 3.189, -1.086], [-2.130, -1.602, 1.821], [0.512, -3.630, 3.569], [-1.147, 4.130, -4.550], [2.396, 2.116, -0.479], [-0.525, 2.014, -3.593], [3.090, 1.366, 0.470], [-0.769, 4.765, -3.375], [-2.880, -4.232, 1.144], [1.197, -2.907, -2.446], [-1.025, 2.752, -4.657], [-0.563, 1.694, 0.653], [1.700, -0.558, -2.564], [-3.249, -1.857, 1.059], [0.288, -2.658, -1.429], [-0.271, 4.023, -2.314], [-0.137, 2.639, -2.410], [0.128, -4.935, 3.203], [4.349, 3.510, -0.751], [-0.965, -5.128, 2.409], [1.904, -1.854, -3.013], [0.086, -1.356, -0.991], [-1.732, -4.035, 1.944], [-3.628, -3.172, 0.718], [-1.358, -2.702, 2.290], [-0.215, -2.574, 3.109], [4.397, 1.684, 0.808], [5.028, 2.760, 0.197], [2.269, 0.256, -3.002], [-0.625, -1.153, -0.202], [-0.726, 2.716, 1.012], [-0.866, 5.840, -3.287], [1.376, -3.475, 4.201], [-3.641, 0.820, 5.244], [2.601, 0.519, 0.942], [-0.435, 0.938, -3.684], [1.359, -3.919, -2.796], [2.518, 3.775, -1.836], [0.018, 4.529, -1.398], [-1.536, 4.708, -5.379], [-1.267, -6.127, 2.117], [-4.505, -3.337, 0.105], [2.620, -2.048, -3.803], [-3.293, -0.266, 4.055], [4.842, 4.347, -1.232], [-1.322, 2.252, -5.570], [-0.265, -3.475, -0.979], [6.047, 3.012, 0.460], [-3.857, -1.037, 0.693], [-2.015, 1.947, 4.255], [0.704, -5.778, 3.563], [-3.149, -5.248, 0.878], [4.926, 1.092, 1.545], [-3.252, 2.367, 3.271]], "charge": 0, "orbital_gap_ev": [6.972, 7.511], "lumo_ev": [0.04, -0.68], "s_squared": 6.0143, "spin_multiplicity": 5}

---

{"formula": "C5H7NO", "method": "ωB97M-V/def2-TZVPD", "symbols": ["O", "N", "C", "C", "C", "C", "C", "H", "H", "H", "H", "H", "H", "H"], "xyz": [[-2.141, -0.945, 0.026], [-0.879, 0.723, -0.501], [1.337, -0.702, -0.826], [-2.092, 0.251, -0.056], [0.091, 1.550, 0.207], [0.825, -1.160, 0.523], [0.392, 0.154, -0.095], [1.694, -1.366, 1.355], [-0.020, -1.865, 0.734], [2.391, -0.491, -0.772], [1.023, -1.260, -1.720], [-0.099, 1.832, 1.342], [0.302, 2.384, -0.466], [-2.822, 0.894, 0.247]], "charge": 0, "orbital_gap_ev": [6.420, 7.400], "lumo_ev": [1.14, -2.40], "s_squared": 2.0068, "spin_multiplicity": 3}

---

How do the records compare in total energy? In the order shown, they have -38264.40758, -12999.68097, -101094.75818, -8828.12660 eV.
How do the records compare in energy above the lowest of the compared OMol25 structures with the same formula, charge and spin? In the order shown, they have 0.0000, 1.8913, 0.0000, 3.2703 eV.